{
  "formula": "C31H45N4OPtS2Si4",
  "method": "wB97M-V/def2-TZVPD",
  "homo_ha": [-0.10346, -0.19603],
  "charge": -1,
  "spin_multiplicity": 3,
  "orbital_gap_ha": [0.1867, 0.1816],
  "largest_force_ev_per_a": 0.687,
  "symbols": ["S", "H", "N", "C", "H", "C", "H", "H", "C", "H", "C", "H", "H", "H", "H", "N", "H", "H", "C", "C", "H", "C", "Si", "H", "C", "H", "C", "H", "H", "H", "H", "H", "N", "H", "C", "C", "C", "H", "C", "N", "C", "C", "Pt", "H", "C", "C", "H", "C", "H", "H", "H", "H", "H", "C", "H", "S", "H", "H", "H", "C", "C", "Si", "H", "H", "Si", "H", "C", "H", "C", "H", "Si", "C", "H", "H", "H", "H", "C", "H", "H", "C", "H", "H", "C", "C", "C", "O", "C", "C"],
  "coordinates": [[2.324880, -1.398899, -2.404310], [-0.813820, -4.261207, -1.574031], [6.474578, -0.909147, 2.387310], [4.094266, -0.650695, 1.439104], [2.358950, 2.169955, 4.144815], [2.599962, 2.437349, 3.108274], [0.627865, -1.780671, 3.915895], [3.385185, 3.202047, 3.130271], [-2.371169, -0.753889, 3.901863], [-1.943797, 3.716586, -0.268833], [-0.961410, -1.172705, -4.100170], [-1.831244, 4.968731, 0.979043], [1.585765, -0.361437, 4.325169], [0.524086, -1.092247, 5.546226], [-4.371780, 3.788456, -3.258399], [-0.505176, -0.753765, -1.772767], [0.262735, 4.254969, 4.308030], [-0.969523, -5.153859, 4.216974], [-4.216463, 1.857321, 1.792469], [-3.432492, 2.405769, -1.942176], [-4.095044, 1.042424, 1.074374], [-1.737318, 0.954971, -2.895939], [-0.800627, 0.284634, 3.995863], [2.603399, 4.113811, 0.532181], [-1.293124, -4.039938, 2.409588], [-2.947753, 3.152244, -5.213597], [-0.981331, -0.302692, -2.873957], [-5.041753, 2.499648, 1.461288], [-1.351121, 1.329417, -4.981368], [2.260616, 1.147609, -0.797440], [1.437876, 5.267083, 3.451140], [-0.050061, 2.034202, 5.604746], [-0.135284, -2.032667, -1.564765], [-2.492015, -1.178567, 2.897985], [3.782958, 0.304288, 0.424572], [-2.437033, 1.416360, -1.738385], [5.401961, -0.791695, 1.960566], [-0.144374, -1.886071, -4.073167], [-0.790523, -5.102130, 3.149837], [1.438602, -0.290562, 0.481657], [-0.331776, -4.964177, 0.397058], [0.168903, -6.026085, 1.145537], [-0.448674, 0.300488, 0.089453], [0.942756, -1.924644, 1.680404], [1.754887, -1.275311, 1.395441], [-0.055128, -6.096220, 2.514681], [0.931103, 4.673740, 0.305451], [-2.836597, 2.650453, -4.262498], [-1.149896, 0.889305, 6.395733], [-1.865224, -3.259542, 2.898495], [-4.019400, 2.691182, -1.076549], [-1.904490, -1.723894, -4.159314], [3.005793, 1.546513, 2.619706], [-2.441024, 4.135055, 0.613207], [-1.792921, 2.159160, 5.337307], [1.548012, -4.076500, -1.452344], [-0.867715, -0.577777, -5.003773], [-2.058085, 4.370560, 3.915945], [-3.254278, -0.136387, 4.100349], [1.101730, -2.393279, -1.814174], [-1.064567, -3.970765, 1.041421], [-0.665421, 1.579534, 2.051427], [-4.495158, 1.425651, 2.759197], [-2.362034, -1.576388, 4.627141], [1.080297, 3.116430, 2.243651], [-3.407979, 4.536662, 0.289744], [1.552007, 3.807146, 0.558289], [-3.343064, 3.234574, 4.349941], [2.502213, 0.452619, -0.007558], [3.183131, -2.270940, 2.587278], [-2.628190, 2.850830, 1.977969], [-3.620342, 3.012014, -3.158714], [0.344449, -6.926086, 3.084688], [-0.237050, 5.169294, 2.874164], [-1.449638, -3.134218, 0.466669], [1.397082, 3.056907, -0.221042], [-0.969898, 1.451542, 5.470157], [-3.708909, 4.630956, 3.326399], [0.749547, -6.798213, 0.648962], [0.617053, -0.845553, 4.482438], [-0.003268, -5.846438, -1.549573], [4.567027, 0.905087, -0.018469], [0.582993, 4.592193, 3.314593], [3.007527, -1.472415, 1.877575], [-2.953434, 3.864439, 3.543261], [-2.277082, 0.978241, -0.519990], [-1.935920, 1.621258, -4.118879], [-0.057412, -4.865687, -1.080908]],
  "forces_ev_per_angstrom": [[0.12, 0.03, -0.09], [-0.07, -0.09, -0.07], [-0.07, 0.01, -0.03], [0.18, 0.08, 0.03], [0.03, 0.04, -0.10], [0.10, -0.27, 0.06], [-0.01, 0.07, 0.06], [-0.04, -0.06, 0.01], [-0.20, -0.10, -0.07], [-0.06, 0.11, 0.16], [-0.03, -0.01, -0.02], [-0.05, -0.05, -0.02], [-0.06, -0.06, 0.04], [-0.03, 0.02, -0.06], [0.03, -0.03, 0.01], [0.14, 0.18, 0.09], [0.03, 0.07, -0.10], [0.02, 0.01, -0.02], [-0.05, -0.25, -0.14], [-0.07, -0.03, -0.02], [-0.05, 0.11, 0.06], [0.05, 0.11, 0.02], [-0.10, 0.17, 0.21], [-0.08, 0.01, 0.02], [-0.03, 0.00, 0.01], [-0.01, 0.01, -0.01], [-0.29, -0.18, 0.03], [0.06, -0.03, 0.05], [-0.02, -0.04, 0.01], [-0.04, 0.08, 0.07], [-0.07, -0.07, -0.03], [-0.10, -0.07, 0.00], [-0.05, -0.33, -0.60], [0.00, 0.07, 0.13], [0.06, -0.17, 0.06], [0.05, -0.11, -0.09], [-0.22, 0.01, -0.10], [0.03, -0.02, 0.03], [0.05, -0.03, -0.06], [0.06, 0.04, 0.32], [-0.01, 0.03, -0.06], [0.01, 0.01, 0.02], [0.04, 0.21, -0.06], [-0.14, 0.01, 0.09], [0.15, 0.10, -0.22], [-0.04, 0.06, -0.06], [0.04, -0.07, 0.04], [-0.05, 0.02, 0.10], [0.04, 0.04, -0.10], [0.06, -0.08, -0.04], [0.05, -0.05, -0.09], [0.01, 0.04, 0.00], [-0.03, 0.09, 0.07], [0.16, 0.04, -0.24], [0.11, -0.06, 0.04], [-0.01, 0.14, -0.14], [-0.02, -0.02, 0.00], [-0.15, -0.04, -0.02], [0.08, -0.06, -0.03], [-0.03, -0.09, 0.42], [-0.06, 0.03, 0.02], [0.25, -0.35, -0.20], [-0.01, 0.04, -0.06], [0.00, 0.08, -0.03], [0.02, 0.25, 0.24], [0.07, 0.02, 0.08], [-0.01, 0.00, -0.25], [0.00, 0.08, -0.08], [-0.05, -0.16, 0.01], [-0.03, 0.01, -0.02], [-0.16, 0.12, 0.08], [0.05, -0.02, -0.06], [0.00, 0.01, -0.01], [0.10, -0.05, 0.05], [0.05, -0.02, 0.03], [0.02, 0.10, 0.03], [-0.05, 0.14, 0.14], [0.05, -0.08, 0.01], [-0.03, 0.02, 0.05], [0.24, -0.13, -0.15], [-0.04, -0.06, 0.02], [-0.04, 0.02, 0.01], [-0.07, 0.13, 0.12], [0.07, -0.03, -0.05], [0.07, 0.08, 0.20], [-0.08, -0.03, -0.04], [0.00, -0.01, 0.07], [0.15, 0.21, 0.23]],
  "lowdin_spin": [0.488, 0.000, 0.132, 0.218, 0.000, 0.001, 0.001, 0.000, 0.000, 0.000, 0.006, 0.000, 0.001, 0.000, 0.000, 0.097, 0.000, 0.000, 0.000, 0.000, 0.000, 0.000, 0.007, 0.000, 0.000, 0.000, 0.008, 0.000, 0.000, 0.005, 0.000, 0.000, 0.242, 0.000, 0.067, -0.001, 0.055, 0.003, 0.000, 0.252, -0.001, 0.000, 0.087, 0.004, 0.091, 0.000, 0.000, 0.000, 0.001, 0.000, 0.000, 0.001, 0.001, 0.000, 0.000, -0.028, 0.000, 0.000, 0.000, 0.019, 0.000, 0.031, 0.000, 0.000, 0.002, 0.000, 0.001, 0.000, 0.125, 0.002, 0.002, -0.001, 0.000, 0.000, 0.000, 0.000, 0.003, 0.000, 0.000, 0.003, -0.001, 0.001, 0.001, 0.079, 0.001, 0.000, -0.001, -0.003]
}